# 1
ORCA calculation (ωB97M-V/def2-TZVPD) on C51H59Ge2KN2 as an isolated structure in a non-equilibrium geometry.

ORCA input file:
```
! wB97M-V def2-TZVPD RIJCOSX def2/J DEFGRID3
* xyz -1 2
Ge -0.24252 4.79281 0.40018
Ge -1.62312 2.72682 0.56622
K -0.18599 0.20980 1.21175
N -0.53975 -2.08628 0.58069
N 1.96007 -0.55112 0.46082
C -1.12285 -2.97206 -3.34356
C -2.57860 3.05032 -3.58254
C 2.40434 0.28259 -2.31365
C -3.91448 2.68180 -3.67227
C -4.16950 -3.98992 -0.30960
C -2.28118 -1.65600 3.28796
C 3.07415 -0.50531 -3.44738
C -1.50865 -2.04482 -2.18532
C 4.99469 -3.80840 -0.87269
C -2.21459 -2.77370 -1.05147
C -0.85075 6.61733 -0.16343
C -4.22648 4.94337 3.23812
C -1.73860 -2.72252 0.28463
C -2.37934 -0.88975 -2.69857
C 2.98406 -5.14011 -0.96894
C 0.52070 5.13819 2.21562
C 3.10444 0.18237 0.15897
C 2.91343 -2.74168 -0.33274
C 4.48416 1.36799 -1.43481
C -5.11097 3.96663 3.67287
C 4.27895 -2.65712 -0.46160
C 5.35072 1.75176 -0.42688
C -4.61273 2.38548 -2.50976
C -3.07367 3.33448 1.82340
C 0.60933 -2.56157 0.12827
C -4.98195 2.67214 3.18873
C 3.95155 0.62609 1.19796
C 0.85682 -6.27364 -0.86600
C -1.96096 3.13006 -2.34323
C -3.73643 -3.87591 1.00117
C -2.55138 -3.22703 1.32446
C 3.36403 0.59035 -1.17338
C -3.96895 2.36681 2.29046
C 3.54483 -1.17100 2.99468
C 0.18649 -5.09811 -0.44760
C -3.22992 4.62861 2.32325
C -0.81754 -3.72227 3.13929
C 5.06842 1.38782 0.87908
C 4.38753 -5.01088 -1.13079
C -2.18054 -3.10695 2.79541
C 1.78318 1.57313 -2.86195
C -3.41958 -3.40856 -1.31744
C 1.44478 4.57522 -0.65287
C 3.69313 0.31960 2.66662
C 2.50014 1.13161 3.19055
C -3.97872 2.45172 -1.27598
C 2.30119 -3.99319 -0.57791
C 1.84292 -1.81379 0.09583
C 0.91044 -3.93657 -0.31739
C 2.20250 -6.31387 -1.12792
C -2.64121 2.83293 -1.15764
H -1.60554 7.00481 0.52413
H -0.67069 -3.74755 4.22219
H -3.27819 -1.25305 3.10300
H -4.33687 -4.29932 1.79957
H -5.66639 1.89939 3.52161
H 1.57751 0.82714 2.69628
H 2.38473 0.98875 4.26718
H 4.67824 1.68888 -2.45235
H 1.28354 5.91921 2.16919
H 0.98581 4.22978 2.60655
H 6.06961 -3.72673 -0.98530
H 6.22276 2.35368 -0.65073
H -3.78180 -3.44028 -2.33924
H -2.55993 5.41071 1.98442
H 4.57617 0.66804 3.21139
H -1.56195 -1.01950 2.77405
H 4.97451 -5.86853 -1.43941
H -2.08282 -1.60754 4.36088
H 3.88775 0.06950 -3.89660
H 4.37943 -1.74127 2.58187
H -0.01101 -3.14473 2.69658
H -4.31676 5.95691 3.61382
H 2.34426 -0.72502 -4.23045
H -0.62660 -2.39406 -4.12712
H -1.83356 -0.31133 -3.44733
H -2.65521 -0.21534 -1.88496
H 2.67674 -7.23836 -1.43715
H -2.02154 3.27624 -4.48556
H 2.55139 2.28392 -3.17212
H -4.54203 2.20352 -0.38274
H 2.13880 5.36930 -0.36701
H -5.65689 2.09794 -2.56755
H -0.00132 7.30386 -0.16343
H -2.00505 -3.44268 -3.78470
H -0.24792 5.45004 2.92581
H -5.10024 -4.49496 -0.53704
H 1.16393 2.05567 -2.10294
H -0.87615 -5.13640 -0.24834
H 3.52802 -1.31704 4.07782
H 1.58579 -0.32323 -1.92748
H 2.62489 -1.57580 2.58356
H -0.91588 3.42622 -2.28987
H 5.72956 1.70991 1.67680
H -3.29690 -1.26289 -3.15881
H -2.93134 -3.67788 3.35066
H -5.89194 4.20959 4.38363
H 1.15466 1.34722 -3.72644
H -3.86322 1.34193 1.94216
H 3.47574 -1.44771 -3.08205
H -0.44439 -3.75635 -3.01054
H 2.64996 2.19382 2.99222
H 0.27297 -7.18016 -0.97711
H 1.28226 4.64282 -1.73112
H -1.28645 6.60518 -1.16430
H 1.92382 3.61583 -0.43950
H -4.40397 2.61989 -4.63691
H -0.59027 -1.60598 -1.79961
H 4.81666 -1.73870 -0.26831
H -0.75278 -4.74308 2.75704
*
```

E_HOMO (alpha / beta) (eV): -3.634 / -3.956
Energy (eV): -186184.7376
Maximum force (Eh/bohr): 0.0271
Energy above the lowest of the compared OMol25 structures with the same formula, charge and spin (kJ/mol): 83.4

These are the Löwdin partial charges, in e, on atoms 1 to 2: Ge 0.650; Ge 0.744


# 2
ORCA calculation (ωB97M-V/def2-TZVPD) on an isolated ion of composition C51H60Cl2N3O2 and charge +1 in a non-equilibrium geometry.

ORCA input file:
```
! wB97M-V def2-TZVPD RIJCOSX def2/J DEFGRID3
* xyz 1 1
Cl -2.50370 -3.44605 -6.00906
Cl -0.90301 6.46606 -4.02272
O 6.35568 1.46787 -0.19199
O 6.44818 -0.64479 -0.83021
N 0.75797 -0.76927 1.36194
N 5.87868 0.46542 -0.78124
N -1.36568 -0.20970 0.93096
C -0.76616 3.78659 -4.40554
C 2.81354 1.12412 2.80950
C 3.87600 -0.59293 -1.65886
C -2.54190 -1.11086 -4.64107
C 1.55184 -4.45365 2.21361
C 1.63435 1.92959 2.30211
C 1.89622 0.54643 -0.87418
C 1.72148 -3.66011 0.91114
C 2.57203 1.77876 -0.88720
C 3.95511 -2.72308 1.37180
C -3.02188 2.32799 2.23030
C -2.18939 -2.31032 -1.36044
C 4.58123 0.59357 -1.34978
C -0.69355 4.84476 -3.49454
C 0.01420 -1.47932 -3.59022
C -3.80407 0.76459 -1.60936
C -4.61841 -1.95772 -1.72230
C 0.36780 -3.35320 0.31016
C -0.36408 3.25142 -1.69521
C -2.49222 0.48387 0.37189
C -0.75376 -0.38423 -3.12890
C -0.60906 2.48057 -3.95321
C -2.85513 1.82804 0.76793
C 3.11195 -0.13580 1.94715
C -3.95432 1.38302 3.00758
C -3.71314 -2.34644 0.55375
C 2.60161 -2.41659 1.22108
C 2.17793 -1.08021 1.42796
C -3.21453 2.68146 -0.27723
C -3.61765 2.13984 -1.49231
C 4.47007 -0.44107 1.82768
C -0.09700 -0.29922 0.37973
C 3.93476 1.81332 -1.11350
C 0.03712 -1.02799 2.61489
C 0.36029 0.56900 -0.78445
C 2.63495 0.67298 4.26734
C -0.44312 4.56963 -2.14663
C -0.46816 2.17409 -2.59131
C -0.49991 -2.40479 -4.51005
C 4.89966 -1.73402 1.56149
C 2.43118 -4.55710 -0.12143
C -1.66151 2.46333 2.89984
C -3.44162 -1.65391 -0.78957
C -1.98093 -0.16368 -3.77405
C -3.23018 -0.11387 -0.68096
C 2.52409 -0.61952 -1.35094
C -1.39644 -0.81259 2.27493
C -0.08579 0.70968 -2.20593
C -3.67191 3.71620 2.31833
C -1.80848 -2.25227 -4.98520
C 4.00414 2.10371 2.81338
H -2.19718 -2.28125 -2.44537
H -2.09104 -3.35869 -1.05261
H 0.25589 -2.04128 2.97326
H -1.02230 3.15325 2.33392
H 1.88100 2.39135 1.34012
H -1.30126 -1.75970 -1.02781
H -0.97385 3.99122 -5.44215
H 4.51501 2.72576 -1.02440
H 2.74389 -3.97065 -0.99658
H 2.52752 -4.77055 2.60200
H 4.85362 1.70643 3.38342
H 0.87052 0.68450 -2.75558
H -3.83420 2.80162 -2.32847
H 2.40592 1.53299 4.91165
H -0.34089 5.38966 -1.43943
H -3.96126 1.65114 4.07574
H 0.47164 -2.81361 -0.63712
H 3.70825 3.04660 3.29440
H 0.11616 1.48757 -0.25479
H -1.95601 -1.75478 2.29005
H -1.14098 1.50832 2.96242
H -5.52983 -1.47750 -1.34268
H 4.28868 -3.75789 1.32789
H 0.37923 -0.29687 3.36036
H 4.33676 2.33675 1.79379
H -4.97543 1.48484 2.61596
H -0.16927 -4.28914 0.09727
H 1.84684 -0.07403 4.39360
H 1.05877 -1.58710 -3.29293
H 0.09151 -3.25322 -4.85502
H 3.56565 0.21178 4.62389
H -4.28165 -1.71041 1.24324
H 1.93518 -1.54029 -1.46908
H -2.78413 -2.68348 1.02708
H 0.75402 1.31521 2.14115
H -3.53154 -0.96566 -5.07488
H -2.50081 0.78486 -3.65456
H 1.06605 -3.85144 2.99079
H 0.93971 -5.34714 2.03413
H -3.17984 3.76771 -0.14936
H -3.67872 0.32788 2.91031
H -3.08702 4.48302 1.79979
H -4.35178 0.39309 -2.47739
H 1.74255 -5.33902 -0.46916
H 5.23478 0.30279 2.06027
H -3.73826 4.01747 3.37389
H -0.26580 -2.77639 0.98379
H -1.77034 2.84451 3.92545
H 4.42223 -1.46857 -1.98928
H 2.04311 2.71757 -0.69914
H 3.31066 -5.06164 0.29410
H -1.89657 -0.15746 2.99304
H -4.42930 -1.62227 -2.74985
H -0.21880 3.11735 -0.62098
H -4.69150 3.71069 1.91836
H -0.56778 1.68661 -4.69028
H 5.96597 -1.96621 1.56643
H -4.78491 -3.04242 -1.75719
H 1.37417 2.72478 3.01645
H -4.29838 -3.26023 0.37122
*
```

E_HOMO (eV): -11.054
Energy (eV): -87459.9292
Maximum force (Eh/bohr): 0.0711

These are the Löwdin partial charges, in e, on atoms 1 to 2: Cl 0.709; Cl 0.704


# 3
ORCA calculation (ωB97M-V/def2-TZVPD) on C51H60ClN6O2S2SiV as an isolated structure in a non-equilibrium geometry.

ORCA input file:
```
! wB97M-V def2-TZVPD RIJCOSX def2/J DEFGRID3
* xyz 1 2
V -0.00856 1.70812 0.90639
Cl -4.13114 -9.38012 -2.63455
S -1.36955 3.02078 -0.53054
S -1.08524 5.94538 -0.00740
Si 3.10595 1.34670 1.68306
O -0.48471 0.27948 1.75666
O -0.16405 -1.98242 -4.11786
N -2.51563 -2.04584 -0.89687
N -1.05089 2.77138 2.21563
N 1.80041 1.92202 -0.65825
N -2.15210 -1.62572 -2.12581
N -1.02624 4.13458 1.88521
N -1.52246 -0.03985 -0.76476
C 2.26650 -2.57948 2.76657
C -3.66127 6.52125 1.69166
C 3.15588 2.04286 -0.05036
C -3.76729 -7.91459 -3.49102
C -1.38110 -3.71629 -5.21493
C 3.71290 -1.29791 0.78830
C -2.42489 -6.72295 -5.06449
C -2.71732 -7.89918 -4.39831
C 3.69948 -2.68135 0.84538
C -2.01624 -0.63470 5.46118
C 6.80265 2.61328 4.22830
C -1.00849 0.03239 2.98511
C -1.13697 4.31569 0.60960
C -4.22278 -5.61613 -3.94702
C -2.77747 -4.28035 -5.51703
C -2.52643 7.77809 3.38059
C -1.55340 -1.63149 4.61027
C 1.65374 2.99815 -1.68390
C -0.25533 -4.04814 -2.81953
C -2.19150 3.52713 4.20295
C -1.19518 -4.96621 -2.03336
C -1.50467 1.06599 3.80053
C -4.85480 6.67470 2.38372
C 4.77683 1.35546 3.97019
C -2.48501 7.06813 2.18519
C -1.04463 -1.30692 3.36458
C -3.15609 -5.56020 -4.83101
C 4.59542 1.86184 2.68132
C -1.01643 -3.10953 -3.82753
C -1.55964 2.46487 3.36222
C 2.52342 1.55333 -3.51974
C 2.27453 -1.19412 2.69190
C 5.55138 2.74792 2.18638
C -1.99942 0.68729 5.06049
C 2.63144 0.41290 -2.51686
C -1.56518 -0.43577 -2.02870
C -4.88491 7.37220 3.58013
C 1.66927 0.61202 -1.35027
C 0.55773 -3.23844 -1.78954
C 2.99115 -0.52434 1.70191
C 2.66385 2.89454 -2.81584
C 5.86468 1.72917 4.74029
C -2.31004 -2.47524 -3.28975
C 2.97406 -3.32444 1.83707
C -2.11587 -1.07329 -0.11507
C 1.52461 2.16214 2.20636
C -3.71438 7.92727 4.07590
C -1.14059 6.92658 1.50589
C -4.53377 -6.78524 -3.26941
C 6.64878 3.12006 2.94886
C 0.75840 -4.92455 -3.56352
H 4.06801 0.64702 4.38087
H 7.38170 3.80365 2.54516
H -0.42172 6.49119 2.20154
H -3.54685 -3.52814 -5.33488
H -3.72819 8.48363 5.00222
H -1.24807 -2.87823 -5.90337
H 1.43714 -2.77964 -2.23875
H -1.58654 -2.66742 4.91919
H -1.60981 -6.71093 -5.77640
H 1.77388 -0.18636 -0.60839
H 7.65567 2.90227 4.82613
H 5.45466 3.16040 1.19035
H 2.37052 -0.53392 -2.98481
H -2.73747 4.22936 3.57476
H -2.79674 -4.45129 -6.59758
H -1.61825 8.21686 3.77409
H 3.26592 1.44838 -4.31276
H 0.65002 0.57924 -1.72513
H -0.66172 -2.05323 2.68594
H 0.28309 -5.73126 -4.11814
H -2.37252 1.43595 5.74077
H -5.76306 6.24915 1.98002
H -5.35889 -6.82219 -2.57447
H -0.63394 -4.45387 -5.50109
H 4.30183 -0.81727 0.01639
H 0.91317 -3.92220 -1.01968
H -0.00974 -2.46154 -1.29238
H 1.71030 3.95628 -1.16110
H -2.14753 -8.79841 -4.57798
H 0.63029 -2.31272 -4.55198
H -1.19267 0.09260 -2.88598
H -1.81971 -4.40848 -1.33826
H 1.43056 -5.38282 -2.83745
H -2.40247 -0.89200 6.43610
H -0.75796 7.90772 1.21711
H -2.29350 -1.09237 0.94157
H -0.59230 -5.66325 -1.44960
H -3.65526 5.97996 0.75540
H -1.83586 -5.56148 -2.67414
H 3.34973 3.11395 0.07423
H -1.40579 4.10550 4.69506
H -2.85806 3.12349 4.95501
H 1.71397 -3.07638 3.55181
H -5.81502 7.49247 4.11717
H 3.92785 1.67355 -0.72208
H 3.65862 0.30201 -2.16321
H 2.96945 -4.40421 1.88993
H -4.82310 -4.73251 -3.77116
H 1.38146 -4.35583 -4.25918
H 1.17462 1.94305 3.21555
H 2.47590 3.71569 -3.50909
H -2.73942 -1.85900 -4.08343
H 1.69272 3.24688 2.13259
H 3.68432 3.03174 -2.45059
H 1.70945 -0.63003 3.42486
H 4.25970 -3.25948 0.12365
H 0.64555 2.91649 -2.09306
H 1.54215 1.50686 -4.00319
H 5.98654 1.32743 5.73612
H -3.03804 -3.23521 -3.01080
*
```

E_HOMO (alpha / beta) (eV): -10.610 / -10.610
Energy (eV): -134651.5135
Maximum force (Eh/bohr): 0.0321
Energy above the lowest of the compared OMol25 structures with the same formula, charge and spin (kJ/mol): 55.9

These are the Löwdin partial charges, in e, on atoms 1 to 2: V 0.800; Cl 0.674


# 4
ORCA calculation (ωB97M-V/def2-TZVPD) on C51H61N6Sm as an isolated structure in a non-equilibrium geometry.

ORCA input file:
```
! wB97M-V def2-TZVPD RIJCOSX def2/J DEFGRID3
* xyz 0 6
Sm 0.19688 0.01994 -0.51788
N 2.15484 1.17111 -1.92390
N -2.02217 -0.04596 0.53713
N -0.38418 1.83707 -2.42959
N 0.09495 1.99953 0.90224
N 2.12825 -0.15809 0.90585
N -0.05466 -2.10334 0.50623
C -2.75484 1.08585 0.66114
C -2.86482 -1.05871 0.74199
C 0.81640 4.09858 1.70322
C -2.31484 2.42744 0.78418
C 5.39902 1.07886 2.14087
C 0.33573 -3.41908 -5.33182
C 1.18373 2.73615 1.33581
C -1.18816 4.12231 -3.71066
C 1.77289 4.85949 3.84859
C 1.34142 -5.58226 0.72960
C 6.36569 1.49655 1.01396
C -1.17227 -2.87129 0.55578
C -1.50712 6.07067 0.16126
C -1.39676 5.33193 1.49754
C 1.92767 2.43486 -2.53241
C 2.31081 -2.56897 0.76730
C -5.36002 1.68578 0.85705
C 2.47346 2.22132 1.52829
C 1.65165 5.14378 2.35231
C 4.19278 -0.98570 1.47530
C -2.47599 -2.38611 0.72311
C -5.34219 -1.52107 1.37942
C -5.48081 2.31941 2.28754
C 2.47313 4.62255 -3.29053
C -1.08742 -4.27090 -3.42988
C -0.85311 -4.32145 0.56532
C 1.17979 4.88498 -3.66485
C -5.55197 -1.65419 2.90203
C 0.22020 3.89607 -3.44739
C 4.99503 -2.66985 3.18517
C 0.37366 -1.24025 -2.71995
C 0.97020 -2.97666 0.65226
C -1.85896 -5.43406 0.75502
C 5.17615 -2.00945 1.84727
C 0.54057 2.74769 -2.76001
C -1.59885 1.98449 -2.80964
C -2.46368 -5.65858 2.19350
C 4.18079 0.34935 1.68743
C 2.85944 3.38863 -2.72930
C -4.24359 -0.61233 0.94102
C -0.73978 -3.08187 -4.30233
C 0.51126 -4.34995 0.64692
C -4.21072 0.71261 0.82896
C -0.24089 -2.05080 -3.41083
C 2.19541 -5.80714 -0.50332
C -1.98491 -2.63039 -5.12641
C -2.09779 3.18049 -3.46581
C 2.82746 -1.30908 1.01852
C -0.95759 2.80303 0.91564
C 2.88109 0.87833 1.33396
C -0.50588 4.15577 1.40832
H 5.14602 -1.95388 3.94385
H 5.70220 -3.50562 3.29374
H 3.90539 3.25276 -2.47341
H 0.72800 4.56184 4.17916
H 5.77572 1.97895 0.23692
H 1.31628 -3.37763 -4.91339
H 3.19902 5.40990 -3.41649
H -5.26273 2.53689 0.15163
H 6.17654 -1.56044 1.73265
H -1.85471 5.29608 -0.53269
H -4.62324 -1.88465 3.44122
H 2.04541 5.71277 4.47663
H 6.86731 0.60362 0.64724
H 5.98779 0.52733 2.95101
H -3.07462 3.20016 0.92382
H 0.31612 -2.65726 -6.10939
H -2.84897 -2.38012 -4.48214
H 2.05442 -5.44611 1.56627
H 0.66661 -6.39061 0.95416
H 5.06188 2.01546 2.58261
H -2.36991 1.24220 -2.59624
H -3.31002 -3.07842 0.99520
H 3.00931 -3.38250 0.88304
H -6.34008 -1.27567 0.81535
H 2.47152 4.03911 4.07564
H -6.17678 3.12654 2.19572
H -1.40520 -5.13252 -4.04570
H -2.36608 5.04393 1.87292
H -3.08907 -6.57762 2.20121
H 7.17109 2.18371 1.31650
H -3.13658 3.30312 -3.63547
H -1.70592 -1.84068 -5.77059
H -1.70969 -5.74180 2.96731
H 3.12961 0.96546 -1.70424
H 3.22307 2.85205 1.97352
H 2.60518 5.22063 1.85213
H 5.19718 -2.81382 1.06912
H 2.90149 -6.61512 -0.32189
H -6.05433 -0.74912 3.30612
H 3.94763 -3.02824 3.30173
H -2.76552 -5.34262 0.14974
H -0.94485 6.02859 2.24341
H -5.08134 -2.50026 1.05034
H -3.07874 -4.78998 2.47277
H -1.36775 -6.37029 0.44419
H 1.66826 -6.08848 -1.38565
H -2.33398 -3.44894 -5.79063
H -5.91684 1.54382 2.96905
H 0.95661 5.84863 -4.11911
H 2.68717 -4.90673 -0.78207
H -0.22364 -4.52843 -2.83080
H -1.88715 -3.98802 -2.71347
H -1.36750 5.05105 -4.12478
H -6.21867 -2.48235 3.13574
H -4.52464 2.72077 2.60170
H -2.19333 6.89701 0.20818
H 1.88977 0.36813 -2.55903
H -0.53190 6.36621 -0.16617
H 0.00067 -4.30749 -5.76644
H -6.25424 1.12814 0.67739
H 1.19437 6.15341 2.21036
*
```

E_HOMO (alpha / beta) (eV): -6.283 / -6.273
Energy (eV): -80723.2645
Maximum force (Eh/bohr): 0.0517
Energy above the lowest of the compared OMol25 structures with the same formula, charge and spin (kJ/mol): 195.1

These are the Löwdin partial charges, in e, on atoms 1 to 2: Sm 1.658; N 0.020


Look up the maximum force of the first one. 0.0271 Eh/bohr


The highest maximum force belongs to which entry? C51H60Cl2N3O2


Which formula does entry 2 have? C51H60Cl2N3O2